(1)
79
Properties=species:S:1:pos:R:3 method="wB97M-V/def2-TZVPD" de_lowest_ev=10.131 s2=3.881 charge=-1 multiplicity=4
Tc 1.311 0.207 -0.226
C 2.855 3.181 -4.317
O 2.988 4.318 -3.444
C 2.830 4.170 -2.055
C 2.820 5.545 -1.498
C 1.801 5.954 -0.701
C 0.763 5.100 -0.261
C 0.724 3.714 -0.562
C -0.104 2.917 0.186
N -0.131 1.554 0.308
N -1.111 1.193 1.196
C -1.163 0.000 1.585
O -0.141 -0.889 1.140
C -2.065 -0.441 2.682
C -2.009 0.280 3.873
C -2.831 -0.045 4.942
C -3.723 -1.101 4.833
C -3.795 -1.818 3.647
C -2.975 -1.491 2.575
C 1.708 3.204 -1.566
O 1.125 2.419 -2.566
H 3.578 3.364 -5.110
H 1.852 3.196 -4.736
H 4.010 1.861 -3.290
H 3.612 6.211 -1.818
H 1.787 6.981 -0.351
H 0.035 5.489 0.441
H -0.811 3.424 0.836
H -1.315 1.109 3.944
H -2.771 0.528 5.859
H -4.365 -1.360 5.666
H -4.499 -2.634 3.546
H -3.059 -2.049 1.653
N 1.477 0.285 -3.520
C 0.780 -0.766 -2.984
N 0.306 -1.746 -3.698
N -0.363 -2.592 -2.867
N -0.154 -2.080 -1.596
N 0.494 -0.852 -1.663
C 2.105 1.364 -2.842
N 3.113 1.888 -3.760
N 3.838 3.184 -1.522
N 2.833 2.381 -1.039
N 2.664 1.055 -1.534
H 1.847 0.122 -4.440
N -7.162 -6.526 -2.819
C -6.190 -6.049 -2.432
C -4.968 -5.453 -1.942
C -4.306 -6.012 -0.854
C -3.144 -5.441 -0.372
C -2.613 -4.297 -0.982
C -3.270 -3.748 -2.090
C -4.439 -4.316 -2.551
N -1.448 -3.727 -0.508
C -0.623 -4.286 0.510
C -0.110 -3.293 1.229
N -0.692 -2.106 0.769
C -1.163 -2.308 -0.590
H -4.715 -6.892 -0.375
H -2.661 -5.866 0.496
H -2.821 -2.916 -2.617
H -4.939 -3.891 -3.412
H -0.447 -5.345 0.577
H 0.589 -3.294 2.047
H -2.068 -1.707 -0.768
F 2.999 4.368 3.726
C 2.973 3.164 3.106
C 3.954 2.868 2.179
C 3.916 1.639 1.544
C 2.918 0.698 1.825
C 2.788 -0.577 1.066
C 1.952 1.048 2.772
C 1.967 2.279 3.419
H 4.707 3.606 1.935
H 4.647 1.416 0.777
H 2.414 -1.395 1.687
H 3.705 -0.866 0.551
H 1.168 0.336 3.008
H 1.214 2.552 4.146



(2)
72
Properties=species:S:1:pos:R:3 method="wB97M-V/def2-TZVPD" de_lowest_ev=0.672 s2=0.765 multiplicity=2
Al 2.014 0.574 0.067
O 5.160 2.816 0.971
C 4.320 1.927 0.793
N 3.452 1.733 -0.272
C 3.459 2.357 -1.493
O 4.128 3.308 -1.894
C 2.534 1.616 -2.395
C 2.408 1.969 -3.739
C 1.697 1.164 -4.587
C 1.136 -0.029 -4.094
C 1.256 -0.304 -2.757
N 1.898 0.510 -1.897
C 4.134 0.819 1.746
C 4.961 0.699 2.871
C 4.847 -0.392 3.682
C 3.876 -1.377 3.386
C 3.069 -1.202 2.302
N 3.176 -0.145 1.468
H 2.910 2.871 -4.063
H 1.588 1.427 -5.635
H 0.616 -0.729 -4.741
H 0.841 -1.211 -2.342
H 5.682 1.490 3.047
H 5.497 -0.507 4.545
H 3.753 -2.256 4.006
H 2.299 -1.922 2.074
C -2.095 0.834 -4.329
C -1.529 1.493 -3.239
C -1.396 0.830 -2.027
C -1.819 -0.493 -1.906
C -2.381 -1.156 -3.000
C -2.521 -0.487 -4.212
Ge -1.672 -1.345 -0.228
C -1.954 -3.212 -0.196
C -1.083 -4.071 -0.874
C -1.302 -5.442 -0.846
C -2.391 -5.957 -0.147
C -3.259 -5.105 0.529
C -3.040 -3.732 0.508
C -2.464 -0.339 1.172
C -3.279 0.756 0.859
C -3.844 1.512 1.882
C -3.589 1.184 3.209
C -2.781 0.094 3.525
C -2.222 -0.671 2.510
H -2.201 1.353 -5.276
H -1.183 2.520 -3.327
H -0.940 1.347 -1.193
H -2.706 -2.188 -2.910
H -2.967 -0.993 -5.062
H -0.228 -3.676 -1.417
H -0.623 -6.108 -1.367
H -2.560 -7.029 -0.125
H -4.105 -5.508 1.076
H -3.715 -3.068 1.047
H -3.471 1.019 -0.174
H -4.480 2.357 1.641
H -4.015 1.787 4.005
H -2.577 -0.152 4.560
H -1.583 -1.516 2.762
O 0.409 3.200 -0.637
C 0.356 2.897 0.546
C -0.249 3.750 1.646
C -0.169 2.872 2.897
C 0.499 1.587 2.435
O 0.703 0.615 3.137
N 0.815 1.684 1.073
H -1.266 4.025 1.366
H 0.331 4.667 1.724
H -1.143 2.625 3.320
H 0.433 3.307 3.693
Cl 0.543 -1.267 0.322



(3)
69
Properties=species:S:1:pos:R:3 method="wB97M-V/def2-TZVPD" de_lowest_ev=0.000 s2=0.780 charge=+2 multiplicity=2
Au 0.825 -0.106 0.047
C 1.337 0.029 3.640
C 2.435 -0.788 3.032
C 3.521 -1.222 3.818
C 4.482 -2.015 3.262
C 4.351 -2.412 1.914
C 5.268 -3.298 1.293
C 5.085 -3.721 -0.010
C 3.988 -3.271 -0.726
C 3.066 -2.359 -0.167
S 1.781 -1.880 -1.149
C 3.250 -1.921 1.195
N 2.331 -1.102 1.750
H 1.494 1.091 3.438
H 1.307 -0.104 4.720
H 0.377 -0.282 3.226
H 3.571 -0.930 4.858
H 5.325 -2.365 3.844
H 6.113 -3.654 1.868
H 5.786 -4.405 -0.466
H 3.825 -3.607 -1.742
F -1.855 6.169 1.035
C -0.748 5.833 1.711
F -1.000 5.955 3.014
F 0.219 6.686 1.379
C -0.362 4.408 1.361
C -0.878 3.348 2.088
C -0.559 2.062 1.701
N 0.232 1.809 0.650
C 0.729 2.843 -0.053
C 0.459 4.155 0.275
H -1.519 3.514 2.942
H -0.965 1.208 2.226
H 1.345 2.599 -0.906
H 0.882 4.955 -0.314
C -0.385 -3.468 -4.707
C 0.191 -2.203 -4.747
C -0.103 -1.282 -3.756
C -0.974 -1.621 -2.713
C -1.545 -2.894 -2.681
C -1.252 -3.812 -3.681
Ge -1.418 -0.326 -1.368
C -2.011 1.365 -2.043
C -2.138 1.475 -3.431
C -2.621 2.643 -4.003
C -2.977 3.714 -3.197
C -2.865 3.613 -1.814
C -2.387 2.448 -1.241
C -2.059 -1.016 0.306
C -2.931 -0.246 1.090
C -3.379 -0.709 2.314
C -2.966 -1.954 2.779
C -2.124 -2.737 2.006
C -1.669 -2.278 0.775
H -0.160 -4.185 -5.485
H 0.862 -1.937 -5.553
H 0.348 -0.296 -3.794
H -2.238 -3.169 -1.896
H -1.710 -4.791 -3.663
H -1.884 0.642 -4.075
H -2.725 2.711 -5.077
H -3.355 4.625 -3.642
H -3.161 4.442 -1.184
H -2.329 2.392 -0.163
H -3.285 0.711 0.729
H -4.068 -0.113 2.897
H -3.321 -2.320 3.733
H -1.827 -3.719 2.349
H -1.034 -2.927 0.183